The following is a quantum chemistry calculation of a 3-piece molecular cluster, C39H32ClF3O9S2 overall, from OMol25.

Geometry as XYZ:
```
86
Properties=species:S:1:pos:R:3:forces:R:3
O 2.366 6.476 0.758 1.5 2.8 1.0
C 1.682 5.586 0.466 -0.7 -3.2 -1.0
O 0.341 5.580 0.521 -0.2 0.3 0.0
C -0.175 4.379 -0.142 0.5 0.9 1.3
C -1.556 4.210 0.505 0.4 -0.7 -0.7
C -2.582 3.332 -0.240 0.0 0.5 1.0
O -2.524 1.969 0.099 0.1 -0.2 -0.1
C -2.562 3.470 -1.761 -1.5 -0.9 0.9
F -2.389 4.709 -2.169 0.6 1.3 -0.2
F -3.756 3.095 -2.221 -1.1 -0.2 -0.3
F -1.711 2.674 -2.356 1.5 -0.4 -0.6
C 0.940 3.384 0.203 0.6 -0.2 -0.9
S 0.728 1.723 -0.493 0.2 -0.2 0.1
C 2.222 4.202 -0.068 -1.4 1.8 0.1
C 2.625 4.547 -1.518 0.8 -0.6 0.4
C 3.523 3.521 -2.270 -0.4 0.2 -0.1
C 4.543 2.766 -1.388 0.1 0.2 -0.7
C 4.097 1.377 -0.925 -0.4 0.4 0.0
S 5.432 0.166 -0.858 0.4 -0.2 1.1
O 5.523 -0.320 0.475 -0.6 -0.5 0.6
O 6.653 0.642 -1.399 0.2 0.5 -1.2
Cl 4.807 -1.434 -2.004 -0.1 0.5 0.1
H -0.156 4.679 -1.188 -0.5 -0.7 -0.2
H -1.938 5.215 0.673 -0.1 0.0 -0.2
H -1.392 3.770 1.494 -0.1 0.1 0.0
H -3.579 3.662 0.072 0.0 0.3 -0.2
H -1.852 1.837 0.776 0.0 -0.1 -0.2
H 0.977 3.233 1.286 -0.5 -0.2 0.0
H 0.798 1.957 -1.821 -0.1 0.3 0.3
H 3.043 4.028 0.623 0.2 -0.6 -0.3
H 3.214 5.464 -1.453 -0.1 0.0 0.1
H 1.726 4.817 -2.077 0.1 -0.2 -0.2
H 2.893 2.859 -2.871 0.2 -0.3 0.2
H 4.103 4.098 -2.992 -0.1 0.0 -0.1
H 4.778 3.423 -0.551 0.1 -0.3 0.2
H 5.477 2.659 -1.941 -0.1 0.0 -0.1
H 3.292 0.960 -1.523 0.2 0.0 -0.3
H 3.687 1.448 0.080 0.2 -0.5 0.2
O -6.211 3.499 2.903 0.0 0.0 0.0
C -7.307 3.076 2.594 0.3 0.1 0.1
C -8.091 3.720 1.505 -0.1 -0.1 0.0
C -7.549 4.803 0.824 0.0 0.1 -0.1
C -8.251 5.388 -0.216 0.0 0.0 0.0
C -9.498 4.892 -0.583 0.1 0.0 0.0
C -10.050 3.823 0.103 -0.1 0.1 -0.1
C -9.352 3.237 1.152 0.1 0.0 0.0
C -9.965 2.100 1.892 -0.4 -0.1 -0.1
O -11.084 1.715 1.620 0.1 0.0 0.0
C -9.173 1.443 2.966 0.1 0.1 0.0
C -9.714 0.357 3.644 0.0 -0.1 0.1
C -8.975 -0.284 4.624 0.1 0.0 0.0
C -7.692 0.157 4.932 -0.1 0.0 0.0
C -7.154 1.247 4.269 0.1 -0.1 0.1
C -7.892 1.897 3.288 -0.1 0.0 0.0
H -6.577 5.186 1.106 0.0 -0.1 0.1
H -7.826 6.230 -0.748 0.0 0.0 0.0
H -10.040 5.343 -1.404 0.0 0.0 0.0
H -11.022 3.441 -0.179 0.0 -0.1 0.1
H -10.710 0.011 3.401 0.0 0.1 -0.1
H -9.397 -1.132 5.148 0.0 0.0 0.0
H -7.112 -0.351 5.692 0.0 0.0 0.0
H -6.157 1.591 4.511 0.0 0.1 -0.1
O 3.956 -7.203 -0.002 0.0 0.0 0.0
C 5.066 -7.369 -0.465 -0.3 0.1 0.2
C 5.430 -8.652 -1.127 0.1 0.0 0.0
C 4.477 -9.658 -1.233 -0.1 -0.1 0.0
C 4.790 -10.842 -1.880 0.1 0.0 0.0
C 6.057 -11.025 -2.426 0.0 0.0 0.0
C 7.015 -10.032 -2.309 0.0 -0.2 -0.1
C 6.708 -8.846 -1.655 -0.1 0.0 0.0
C 7.753 -7.794 -1.521 0.4 0.0 -0.1
O 8.879 -7.985 -1.932 -0.1 0.0 0.0
C 7.384 -6.505 -0.877 -0.1 0.0 0.0
C 8.336 -5.498 -0.775 0.1 0.2 0.0
C 7.997 -4.281 -0.207 -0.1 0.0 0.0
C 6.705 -4.064 0.262 0.0 0.0 0.0
C 5.756 -5.069 0.174 0.0 0.2 0.1
C 6.092 -6.294 -0.390 0.1 0.0 -0.1
H 3.491 -9.513 -0.813 0.1 0.1 0.0
H 4.045 -11.623 -1.965 0.0 0.0 0.0
H 6.296 -11.947 -2.942 0.0 0.0 0.0
H 8.001 -10.177 -2.729 0.0 0.1 0.1
H 9.339 -5.664 -1.143 -0.1 -0.1 0.0
H 8.738 -3.496 -0.131 0.0 0.0 0.0
H 6.439 -3.108 0.697 0.0 0.0 0.0
H 4.753 -4.901 0.541 0.0 -0.1 0.0
```
Forces are in eV/Å.

The HOMO energy comes out at -9.7 eV. Its LUMO energy is -0.0399 Eh.

In elementary charge units, the Mulliken charges are: O -0.54; C -0.04; O -0.41; C 0.66; C -1.70; C 0.30; O -0.60; C 0.62; F -0.28; F -0.30; F -0.22; C -0.32; S -0.23; C 0.34; C -1.14; C -0.79; C -0.82; C -0.77; S 1.16; O -0.57; O -0.57; Cl -0.22; H 0.39; H 0.40; H 0.47; H 0.18; H 0.42; H 0.48; H 0.13; H 0.59; H 0.50; H 0.22; H 0.46; H 0.33; H 0.39; H 0.63; H 0.56; H 0.28; O -0.68; C 0.62; C 0.23; C -0.52; C -0.57; C -0.46; C -0.60; C 0.30; C 0.53; O -0.66; C 0.20; C -0.57; C -0.46; C -0.49; C -0.58; C 0.19; H 0.48; H 0.40; H 0.40; H 0.47; H 0.47; H 0.40; H 0.40; H 0.48; O -0.66; C 0.56; C 0.18; C -0.56; C -0.46; C -0.46; C -0.55; C 0.21; C 0.60; O -0.66; C 0.18; C -0.56; C -0.59; C -0.40; C -0.80; C 0.32; H 0.47; H 0.40; H 0.39; H 0.47; H 0.47; H 0.42; H 0.56; H 0.47

***

The following is a quantum chemistry calculation of C39H33AsBrF6N5O5SSeW as an isolated structure, from OMol25.

Geometry as XYZ:
```
93
Properties=species:S:1:pos:R:3:forces:R:3
W -0.376 0.200 -0.470 -0.7 -0.2 -0.4
C -2.507 -3.526 0.906 -0.5 0.0 0.4
C -1.517 -2.712 0.382 0.6 1.3 -0.1
N -1.486 -1.367 0.551 -1.3 -1.1 0.9
C -2.493 -0.830 1.334 0.3 0.0 0.1
C -3.562 -1.591 1.857 0.3 0.0 -0.3
C -3.550 -2.982 1.627 0.5 0.3 -0.2
C -4.576 -0.917 2.567 -0.2 0.4 0.1
C -4.525 0.446 2.712 -0.2 -0.6 0.1
C -3.432 1.189 2.259 0.8 0.0 -0.6
C -2.374 0.554 1.627 -0.5 -0.4 0.1
N -1.163 1.081 1.177 -0.2 0.0 0.1
C -0.497 2.105 1.820 0.6 0.4 0.1
C -0.891 2.847 2.927 -0.2 -0.6 -0.6
C -0.100 3.896 3.395 0.5 0.3 -0.1
C 1.090 4.221 2.794 -0.3 0.0 0.3
C 1.593 3.414 1.757 -0.1 -0.4 -0.3
C 2.847 3.614 1.144 -0.2 -0.4 -0.2
C 3.283 2.703 0.212 0.1 0.4 0.4
C 2.497 1.601 -0.109 -0.7 -0.7 0.2
N 1.276 1.392 0.406 0.8 1.0 0.0
C 0.813 2.322 1.307 0.0 -0.1 0.3
H -2.441 -4.588 0.734 0.0 -0.1 0.0
H -0.701 -3.154 -0.178 0.0 0.2 -0.1
H -4.336 -3.599 2.032 -0.1 -0.1 0.0
H -5.400 -1.484 2.973 -0.1 -0.1 0.0
H -5.334 0.964 3.206 -0.1 0.0 0.0
H -3.452 2.262 2.354 0.1 0.1 0.1
H -1.808 2.608 3.436 -0.1 0.1 0.0
H -0.451 4.461 4.245 0.0 0.1 0.1
H 1.672 5.061 3.136 0.1 0.1 0.1
H 3.452 4.464 1.422 0.1 0.1 0.0
H 4.242 2.810 -0.268 0.1 0.0 -0.1
H 2.870 0.860 -0.809 -0.2 0.1 0.1
O -1.384 -3.404 -5.408 0.0 -0.2 -0.3
C -1.362 -2.671 -4.307 0.3 0.5 0.7
C -2.477 -2.463 -3.480 0.0 0.0 0.1
C -2.359 -1.711 -2.339 0.0 0.2 0.3
N -1.188 -1.121 -1.991 1.3 -0.2 -0.8
C -0.152 -1.329 -2.792 -1.0 -0.9 -0.6
Br 1.571 -1.606 -0.572 -0.7 0.5 0.1
C -0.142 -2.084 -3.922 -0.1 -0.2 -0.3
H -2.266 -3.740 -5.619 0.0 0.1 0.1
H -3.438 -2.887 -3.729 -0.1 0.0 0.0
H -3.206 -1.550 -1.682 0.1 0.1 -0.1
H 0.747 -2.238 -4.514 0.1 0.0 -0.1
C 6.873 3.467 -1.629 0.1 0.0 0.0
C 5.812 3.189 -2.650 -0.1 -0.1 0.0
C 5.420 4.194 -3.534 -0.1 -0.1 -0.1
C 4.458 3.953 -4.496 0.1 0.1 0.0
C 3.865 2.704 -4.564 -0.2 -0.3 -0.4
C 4.228 1.696 -3.692 -0.1 -0.1 -0.1
C 5.208 1.939 -2.742 0.0 0.2 0.0
S 2.660 2.383 -5.845 -0.7 0.7 0.2
O 3.120 2.974 -7.057 0.1 0.3 0.1
O 2.285 1.002 -5.802 0.1 0.0 0.3
N 1.307 3.245 -5.378 0.8 -0.4 -0.6
C 0.438 2.696 -4.393 -0.3 -0.3 0.6
C 0.815 3.080 -2.925 -0.3 -0.2 -0.2
C 0.355 2.002 -2.014 -0.1 1.1 -0.6
O -0.511 2.175 -1.104 0.5 -0.1 0.1
O 0.811 0.820 -2.076 0.1 0.0 -0.3
H 6.607 4.332 -1.021 0.0 0.0 0.1
H 7.815 3.699 -2.126 0.1 0.0 0.1
H 7.031 2.613 -0.975 0.0 0.0 0.0
H 5.890 5.164 -3.479 0.1 0.1 0.0
H 4.183 4.709 -5.214 0.0 0.2 -0.1
H 3.752 0.732 -3.786 0.0 -0.2 0.0
H 5.518 1.142 -2.081 0.0 -0.1 0.1
H 1.319 4.241 -5.509 0.2 0.1 -0.2
H 0.527 1.611 -4.501 -0.3 0.2 0.1
H -0.596 3.004 -4.584 0.2 -0.2 0.0
H 0.351 4.019 -2.620 0.1 0.0 0.0
H 1.905 3.138 -2.865 -0.1 0.0 0.2
F -2.606 0.817 -0.959 0.1 0.3 -0.5
As -3.246 1.859 -2.544 0.0 -1.0 -0.2
F -2.498 3.321 -2.046 0.1 -0.4 0.0
F -4.621 2.276 -1.597 0.5 -0.2 -0.3
F -3.653 2.567 -4.048 0.0 -0.1 0.4
F -4.041 0.380 -3.000 0.3 0.4 0.3
F -1.723 1.161 -3.160 -1.0 0.9 -0.2
Se 0.642 -0.759 2.490 1.0 -1.1 1.7
C 1.907 -2.107 3.012 -0.5 0.5 -0.1
C 1.544 -3.108 3.918 -0.1 0.2 -0.2
C 2.475 -4.054 4.301 0.1 -0.1 0.1
C 3.766 -4.016 3.789 -0.1 0.0 0.0
C 4.124 -3.031 2.879 0.1 -0.1 0.0
C 3.204 -2.076 2.495 -0.1 0.0 0.1
H 0.539 -3.129 4.314 -0.1 0.0 0.0
H 2.196 -4.830 4.998 0.0 0.0 0.1
H 4.492 -4.754 4.099 0.0 -0.1 0.0
H 5.119 -3.011 2.460 0.1 0.0 0.0
H 3.481 -1.307 1.792 0.0 0.1 -0.1
```
Forces are in eV/Å.

The relative energy (zero: lowest compared OMol25 entry of this formula, charge and spin) comes out at 318.9 kJ/mol. The charge is +1. The HOMO energy (spin up / spin down) comes out at -10.3 / -10.4 eV. As for the expectation value of S²: 3.7996. Its LUMO energy (spin up / spin down) is -0.1458 / -0.1804 Eh. As for the multiplicity: 4.

In elementary charge units, the Mulliken charges are: W -0.22; C -1.29; C -0.40; N 1.20; C 0.64; C 0.87; C -0.93; C -0.81; C -1.22; C -0.36; C -0.42; N 0.92; C 0.43; C -1.03; C -1.07; C -0.96; C 0.75; C -1.08; C -0.74; C -0.35; N 0.99; C 0.29; H 0.54; H 0.54; H 0.53; H 0.49; H 0.46; H 0.81; H 0.79; H 0.45; H 0.50; H 0.50; H 0.43; H 0.49; O -0.52; C 0.95; C -0.65; C -0.83; N 0.72; C -0.02; Br -0.09; C -1.02; H 0.32; H 0.35; H 0.49; H 0.62; C -1.69; C 0.86; C -0.80; C -0.57; C -0.25; C 0.06; C -0.60; S 1.29; O -0.70; O -0.64; N -0.20; C -1.00; C 0.14; C 0.77; O -0.62; O -0.70; H 0.36; H 0.48; H 0.32; H 0.46; H 0.44; H 0.51; H 0.45; H 0.28; H 0.35; H 0.26; H 0.52; H -0.21; F -0.39; As 2.06; F -0.39; F -0.46; F -0.47; F -0.46; F -0.46; Se 0.04; C 0.27; C -0.51; C -0.60; C -0.41; C -0.76; C -0.07; H 0.42; H 0.39; H 0.39; H 0.40; H 0.40

***

Calculated total energy in eV, matching the order above: -101735.830; -283857.415